The following is a quantum chemistry calculation of a molecular structure, C4H8O2 at a distorted geometry, from OMol25.

As for the lowest unoccupied orbital energy (spin up / spin down): 0.5 / -0.1 eV. The total charge is 0. Its HOMO energy (spin up / spin down) is -7.7 / -7.7 eV. The HOMO-LUMO gap (spin up / spin down) comes out at 8.15 / 7.62 eV.

Last column: Mulliken charge in e.
Element x y z (Å)
C 0.15221 1.74820 -0.16374  -0.398
O 1.03758 1.00145 0.39766  -0.277
C 0.81373 -0.11949 1.05593  -0.194
C -0.51812 -0.80279 1.00122  -0.604
C 0.08387 -1.50556 -0.18765  0.093
O 0.05603 -1.12559 -1.34822  -0.525
H -0.89402 1.63985 0.09644  0.272
H -0.81888 0.72473 -2.51433  0.074
H 0.52513 2.62208 -0.67362  0.283
H 1.64719 -0.43643 1.65701  0.436
H -1.40725 -0.19739 0.80142  0.283
H -0.68058 -1.49377 1.82962  0.276
H 0.61700 -2.43290 0.04873  0.361
H -0.65586 0.02849 -2.30257  -0.080

=====

The following is a quantum chemistry calculation of 3 unconnected molecules or ions with the total composition C4H8O2 at a distorted geometry, from OMol25.

As for the lowest unoccupied orbital energy: 1.0 eV. The total charge is 0. Its HOMO energy is -8.9 eV. The HOMO-LUMO gap comes out at 9.91 eV.

Last column: Mulliken charge in e.
Element x y z (Å)
C 1.92929 -0.03683 -0.36311  -0.635
O 0.77254 -0.75476 0.02708  -0.301
C -0.28121 -0.65070 -0.82222  -0.020
C -1.44533 -1.24847 -0.58906  -0.677
C -0.53259 2.30514 0.40284  0.129
O -1.54996 2.73253 0.66621  -0.140
H 2.72252 -0.32029 0.33035  0.239
H 2.23553 -0.30129 -1.38375  0.318
H 1.75965 1.04398 -0.29997  0.271
H -0.10634 -0.04220 -1.71120  0.334
H -2.26115 -1.14456 -1.29381  0.234
H -1.59914 -1.85135 0.29964  0.273
H -0.80793 -0.09608 2.02619  -0.314
H -1.32754 0.10598 2.51976  0.289

=====

ΔE to the lowest compared entry with this formula, charge and spin readings, ordered: 144.14, 70.04 kcal/mol
Energy readings, ordered: -8367.031, -8370.244 eV